8
Properties=species:S:1:pos:R:3:forces:R:3:nbo_charge:R:1 method="wB97M-V/def2-TZVPD" e_above_lowest_kcal_mol=105.51 molar_mass_g_mol=132.1 homo_lumo_gap_ev="8.2 / 8.2" homo_energy_ev="-11.441 / -11.405" e_tot_ha=-1066.17516
O -3.9186 -0.7817 0.3885 0.37 0.56 0.12 -0.753
O -2.0413 -0.8837 -1.2571 -0.25 0.66 0.27 -0.784
O -1.5714 -0.3548 1.1342 -2.38 -0.15 -0.78 -0.891
F -2.5645 2.1712 -0.1438 0.04 -3.23 0.04 -0.637
P 0.0645 0.0180 0.9179 0.65 0.15 -0.17 0.701
S -2.6293 -0.4100 -0.0531 1.25 1.77 0.68 2.421
H 0.2999 -1.0108 -0.0168 0.20 -0.04 -0.06 -0.051
H -0.1556 0.9741 -0.0839 0.13 0.28 -0.11 -0.006